C5H12N2O2 | wB97M-V/def2-TZVPD

HOMO energy = -8.443 eV
SMILES = C=C(C)ON.C/N=C\O
energy relative to the best compared isomer or geometry (same formula, charge and spin) = 104.8 kcal/mol
orbital gap = 8.94 eV

Structure (ORCA input):
```
! wB97M-V def2-TZVPD RIJCOSX def2/J DEFGRID3
* xyz 0 1
C -0.274 -2.662 -0.739
C 0.337 -1.485 -0.620
C 1.586 -1.290 0.174
O -0.019 -0.518 -1.586
N 0.890 0.561 -1.747
H -1.043 -2.842 -1.469
H 0.031 -3.520 -0.172
H 1.357 -0.670 1.041
H 2.385 -0.794 -0.371
H 1.940 -2.247 0.547
H 0.431 1.381 -1.349
H 0.932 0.743 -2.747
C -2.126 0.813 0.775
N -0.953 0.916 1.585
C 0.061 1.641 1.433
O 0.133 2.693 0.562
H -2.238 1.651 0.082
H -2.976 0.764 1.458
H -2.074 -0.136 0.238
H 0.774 1.672 2.254
H 0.846 3.329 0.652
*
```

Results of the Mulliken charge analysis, in e, for atoms 1 through 4: atom 1 (C): -0.994, atom 2 (C): 0.876, atom 3 (C): -1.032, atom 4 (O): -0.175